CH4IPS | wB97M-V/def2-TZVPD

Properties
Orbital gap (alpha / beta) ... 0.1798 / 0.3258 Eh
LUMO (alpha / beta) ... -2.87 / -0.94 eV
Total energy ... -29324.848 eV
Energy relative to the best compared isomer or geometry (same formula, charge and spin) ... 2.389 eV
Max |F| ... 3.49 eV Å⁻¹
Spin multiplicity ... 1

Each line ends with the Löwdin charge.
Atoms and positions in Å:
1 C 1.087 -0.902 0.084  -0.479
2 P 0.885 0.907 0.510  0.469
3 S -0.894 1.419 -0.456  0.230
4 I -3.970 -0.196 -0.142  -0.024
5 H 0.453 -1.512 0.817  0.041
6 H 2.197 -1.192 0.266  0.047
7 H 0.794 -1.092 -0.952  0.007
8 H -0.553 2.568 -0.127  -0.292

=====

C6H8N4 | wB97M-V/def2-TZVPD

Properties
Orbital gap ... 0.3222 Eh
LUMO ... 0.49 eV
Total energy ... -12308.847 eV
SMILES string ... N/N=C(/N)c1ccncc1
Energy relative to the best compared isomer or geometry (same formula, charge and spin) ... 3.262 eV
Max |F| ... 11.20 eV Å⁻¹
Spin multiplicity ... 1

Each line ends with the Löwdin charge.
Atoms and positions in Å:
1 N -2.175 -1.608 0.396  -0.033
2 N -2.346 -0.283 0.056  -0.027
3 C -1.392 0.495 -0.093  -0.375
4 N -1.638 1.842 -0.325  0.171
5 C 0.092 0.159 -0.013  -0.129
6 C 0.616 -1.101 -0.378  -0.044
7 C 2.018 -1.238 -0.333  -0.161
8 N 2.847 -0.296 0.058  0.019
9 C 2.388 0.859 0.387  -0.177
10 C 1.014 1.159 0.394  -0.010
11 H -1.287 -1.668 1.073  0.134
12 H -3.155 -1.885 0.683  0.101
13 H -2.453 1.817 -0.602  -0.016
14 H -1.052 2.278 -0.883  0.039
15 H 0.178 -1.966 -0.862  0.102
16 H 2.535 -2.276 -0.750  0.157
17 H 3.302 1.654 0.505  0.155
18 H 0.507 2.055 0.687  0.095

=====

C8H17IrN10O2Si | wB97M-V/def2-TZVPD

Properties
Orbital gap (alpha / beta) ... 0.2458 / 0.2448 Eh
LUMO (alpha / beta) ... -2.14 / -2.25 eV
Total energy ... -38283.531 eV
Energy relative to the best compared isomer or geometry (same formula, charge and spin) ... 0.000 eV
Max |F| ... 0.56 eV Å⁻¹
Spin multiplicity ... 1

Each line ends with the Löwdin charge.
Atoms and positions in Å:
1 Ir 0.820 -1.172 0.748  1.445
2 N 4.178 -1.108 0.343  0.170
3 C 3.658 -0.461 1.434  -0.459
4 N 4.361 0.200 2.320  0.049
5 N 3.441 0.668 3.194  -0.063
6 N 2.259 0.310 2.866  -0.048
7 N 2.351 -0.431 1.730  -0.195
8 C 3.450 -1.850 -0.520  -0.446
9 N 3.935 -2.508 -1.543  0.058
10 N 2.850 -3.088 -2.121  -0.048
11 N 1.775 -2.816 -1.509  -0.052
12 N 2.100 -2.008 -0.436  -0.196
13 H 5.178 -1.094 0.218  0.160
14 C -0.354 -0.137 -2.291  -0.022
15 N -1.539 -0.967 -2.080  -0.147
16 C -2.617 -0.944 -3.071  -0.027
17 C -1.629 -1.839 -1.090  -0.284
18 O -0.813 -2.080 -0.190  -0.178
19 H -0.583 0.597 -3.058  0.092
20 H 0.488 -0.748 -2.611  0.083
21 H -0.090 0.388 -1.376  0.051
22 H -2.535 -0.033 -3.656  0.088
23 H -3.587 -0.945 -2.578  0.093
24 H -2.550 -1.797 -3.746  0.098
25 H -2.553 -2.426 -1.097  0.159
26 C -0.403 2.931 0.607  -0.157
27 Si -1.316 1.509 1.402  0.308
28 C -1.580 1.794 3.217  -0.155
29 C -2.935 1.210 0.516  -0.160
30 O -0.388 0.146 1.249  -0.511
31 H -0.967 3.858 0.738  0.036
32 H -0.257 2.783 -0.464  0.022
33 H 0.576 3.068 1.069  0.039
34 H -2.201 2.675 3.393  0.036
35 H -0.623 1.933 3.722  0.037
36 H -2.072 0.934 3.677  0.037
37 H -3.635 2.029 0.699  0.036
38 H -3.404 0.287 0.863  0.035
39 H -2.789 1.135 -0.565  0.016

=====

C7H17F3NO18S4Zn | wB97M-V/def2-TZVPD

Properties
Orbital gap (alpha / beta) ... 0.0959 / 0.0927 Eh
LUMO (alpha / beta) ... 7.52 / 7.52 eV
<S²> ... 0.759
Total energy ... -145780.284 eV
Total charge ... -4
Max |F| ... 7.58 eV Å⁻¹
Spin multiplicity ... 2

Each line ends with the Löwdin charge.
Atoms and positions in Å:
1 Zn 0.174 -1.038 -0.334  0.479
2 S 2.835 -2.757 0.024  0.170
3 O 2.508 -3.611 -1.143  -0.403
4 O 2.690 -3.553 1.228  -0.414
5 O 4.212 -2.290 -0.131  -0.468
6 O 1.976 -1.573 0.090  -0.400
7 S 0.753 -1.680 -3.524  0.249
8 O -0.079 -1.072 -4.540  -0.290
9 O 2.191 -1.761 -3.898  -0.325
10 O 0.592 -1.057 -2.226  -0.346
11 O 0.228 -3.060 -3.449  -0.117
12 S -0.798 -3.022 0.938  0.172
13 O 0.073 -3.731 1.862  -0.356
14 O -0.266 -2.952 -0.375  -0.327
15 O -2.185 -3.369 1.031  -0.351
16 O -0.676 -1.607 1.235  -0.407
17 C -3.848 1.250 -1.651  -0.695
18 F -4.234 1.583 -0.429  0.112
19 F -4.926 1.074 -2.414  0.099
20 F -3.162 2.215 -2.180  0.139
21 S -2.823 -0.441 -1.518  0.594
22 O -3.616 -1.349 -0.627  -0.325
23 O -2.746 -1.018 -2.880  -0.339
24 O -1.470 -0.219 -0.993  -0.337
25 C -3.344 -0.685 3.456  -0.225
26 C -2.808 0.737 3.092  -0.214
27 O -1.460 0.790 2.487  -0.089
28 O -3.380 -1.242 2.152  -0.119
29 H -4.304 -0.824 3.952  0.089
30 H -2.662 -1.383 3.942  0.120
31 H -2.815 1.277 4.039  0.075
32 H -3.444 1.243 2.366  0.097
33 H -1.524 0.066 1.859  0.021
34 H -2.487 -1.589 2.089  0.018
35 C 1.026 1.878 -2.047  -0.047
36 C 1.846 1.418 -0.828  -0.352
37 C 2.804 2.519 -0.227  -0.223
38 O 3.370 2.106 0.964  -0.161
39 C 4.371 2.958 1.451  -0.126
40 N 0.993 0.893 0.229  0.062
41 H 0.249 2.576 -1.737  0.062
42 H 0.360 1.200 -2.581  0.062
43 H 1.599 2.351 -2.845  0.065
44 H 2.495 0.570 -1.046  0.141
45 H 2.179 3.411 -0.178  0.108
46 H 3.582 2.741 -0.957  0.113
47 H 5.246 2.786 0.824  0.085
48 H 4.529 2.949 2.529  0.080
49 H 4.074 3.991 1.275  0.064
50 H 1.666 0.702 0.957  0.091
51 H 0.435 1.599 0.687  0.092